[1]
Entry from the Open Molecules 2025 dataset: a molecular structure, C18H37OP3SSc in a non-equilibrium geometry (the ωB97M-V functional and the def2-TZVPD basis).

Results
gap between HOMO and LUMO	4.70	eV
total charge	+3

Each line ends with the Löwdin charge.
Cartesian coordinates (Å):
Sc (0.44, 0.38, -0.30)  0.66
P (0.57, -0.34, -2.75)  0.76
P (-1.11, -2.04, 0.17)  0.76
P (2.36, -0.92, 0.68)  0.73
H (0.72, 3.34, 0.34)  0.11
C (1.32, 2.41, 0.22)  -0.06
C (1.56, 2.03, -1.13)  -0.15
H (1.09, 2.60, -1.96)  0.13
C (-0.99, 0.30, -3.41)  -0.23
C (0.54, -2.07, -3.32)  -0.22
C (1.74, 0.38, -3.96)  -0.22
C (-1.82, -2.17, 1.86)  -0.24
C (-2.63, -2.01, -0.84)  -0.25
C (-0.66, -3.81, -0.05)  -0.24
C (3.76, 0.21, 1.02)  -0.22
C (3.18, -2.15, -0.40)  -0.22
C (2.06, -1.78, 2.26)  -0.22
H (2.13, 2.39, 0.97)  0.10
H (2.48, 1.46, -1.41)  0.10
H (-1.14, 1.34, -3.10)  0.04
H (-1.84, -0.30, -3.09)  0.05
H (-0.94, 0.29, -4.49)  0.08
H (-0.31, -2.63, -2.91)  0.03
H (1.48, -2.58, -3.06)  0.06
H (0.46, -2.08, -4.41)  0.08
H (1.83, 1.46, -3.81)  0.05
H (1.35, 0.19, -4.96)  0.08
H (2.73, -0.08, -3.86)  0.07
H (-2.44, -3.09, 1.89)  0.08
H (-2.43, -1.28, 2.06)  0.05
H (-1.00, -2.22, 2.60)  0.04
H (-3.28, -2.82, -0.47)  0.07
H (-2.40, -2.19, -1.89)  0.04
H (-3.12, -1.03, -0.73)  0.05
H (-1.57, -4.40, 0.09)  0.07
H (0.09, -4.12, 0.69)  0.05
H (-0.28, -4.00, -1.07)  0.04
H (4.32, -0.27, 1.83)  0.08
H (3.42, 1.19, 1.39)  0.03
H (4.33, 0.37, 0.08)  0.08
H (4.08, -2.49, 0.14)  0.08
H (3.47, -1.68, -1.35)  0.06
H (2.51, -3.00, -0.59)  0.05
H (3.04, -1.81, 2.76)  0.07
H (1.68, -2.80, 2.07)  0.06
H (1.35, -1.18, 2.86)  0.06
C (-2.03, 3.36, 1.69)  -0.46
C (-1.50, 2.15, 2.16)  -0.12
C (-1.55, 1.83, 3.53)  -0.06
C (-2.11, 2.75, 4.41)  -0.03
C (-2.51, 4.02, 3.96)  -0.01
C (-2.50, 4.32, 2.59)  -0.08
S (-2.34, 3.81, -0.04)  1.15
H (-3.38, 2.35, -1.25)  0.10
H (-1.07, 1.41, 1.48)  0.04
H (-1.10, 0.86, 3.87)  0.12
H (-2.17, 2.53, 5.49)  0.13
H (-2.84, 4.80, 4.63)  0.13
H (-2.92, 5.24, 2.21)  0.12
O (-1.65, 1.28, -0.68)  -0.22
C (-2.43, 2.28, -0.71)  -0.51


[2]
Entry from the Open Molecules 2025 dataset: 2 unconnected molecules or ions with the total composition C2H6O2S2 in a non-equilibrium geometry (the ωB97M-V functional and the def2-TZVPD basis).

Results
gap between HOMO and LUMO (alpha / beta)	7.51 / 7.52	eV
energy relative to the best compared isomer or geometry (same formula, charge and spin)	116.8	kcal/mol

Each line ends with the Löwdin charge.
Cartesian coordinates (Å):
C (1.45, -0.57, 0.53)  -0.07
C (-0.92, 0.47, -1.12)  -0.20
O (-1.04, 0.16, 1.62)  -0.47
O (0.34, 1.98, 0.70)  -0.38
S (-1.52, -2.05, 0.51)  0.34
S (-0.16, 0.58, 0.58)  0.59
H (1.26, -1.31, 1.29)  0.03
H (1.30, -1.02, -0.38)  0.00
H (2.21, 0.07, 0.73)  0.02
H (-0.13, 0.24, -1.81)  0.05
H (-1.92, -0.04, -1.21)  0.05
H (-0.86, 1.48, -1.44)  0.04


[3]
Entry from the Open Molecules 2025 dataset: a single C8H10N4S molecule in a non-equilibrium geometry (the ωB97M-V functional and the def2-TZVPD basis).

Results
gap between HOMO and LUMO	7.42	eV
SMILES	Cc1cccnc1/C=N\NC(N)=S
energy relative to the best compared isomer or geometry (same formula, charge and spin)	57.7	kcal/mol

Each line ends with the Löwdin charge.
Cartesian coordinates (Å):
C (-2.11, -2.38, -0.06)  -0.06
C (-1.86, -0.82, 0.10)  -0.21
C (-2.91, 0.10, 0.07)  -0.02
C (-2.67, 1.55, -0.08)  -0.05
C (-1.34, 1.95, -0.01)  -0.12
N (-0.29, 1.07, 0.30)  0.07
C (-0.56, -0.23, 0.24)  -0.21
C (0.56, -1.27, 0.10)  -0.09
N (1.74, -1.02, -0.17)  0.04
N (2.17, 0.29, -0.27)  -0.03
C (3.52, 0.37, -0.07)  -0.86
N (3.94, 1.70, 0.14)  0.04
S (4.65, -0.93, 0.11)  0.48
H (-3.20, -2.58, -0.35)  0.08
H (-2.07, -2.83, 1.03)  0.11
H (-1.25, -3.00, -0.62)  0.11
H (-3.86, -0.39, 0.18)  0.10
H (-3.49, 2.29, -0.30)  0.12
H (-1.00, 3.05, -0.03)  0.13
H (0.19, -2.30, 0.00)  0.08
H (1.58, 1.10, -0.13)  0.10
H (3.28, 2.32, -0.26)  0.06
H (4.98, 1.96, 0.10)  0.13


[4]
Entry from the Open Molecules 2025 dataset: a single C4H6N2 molecule (the ωB97M-V functional and the def2-TZVPD basis).

Results
gap between HOMO and LUMO	10.06	eV
SMILES	Cc1ccn[nH]1
energy relative to the best compared isomer or geometry (same formula, charge and spin)	13.7	kcal/mol

Each line ends with the Löwdin charge.
Cartesian coordinates (Å):
C (0.15, 1.32, -1.12)  -0.03
C (0.17, 0.19, -0.14)  -0.32
C (-0.62, 0.06, 0.98)  -0.06
C (-0.45, -1.27, 1.41)  -0.18
N (0.41, -1.92, 0.65)  0.01
N (0.78, -1.02, -0.28)  0.00
H (1.05, 1.95, -1.19)  0.08
H (-0.09, 0.96, -2.12)  0.08
H (-0.67, 1.96, -0.81)  0.07
H (-1.24, 0.85, 1.38)  0.10
H (-0.97, -1.80, 2.20)  0.10
H (1.48, -1.29, -0.95)  0.15


[5]
Entry from the Open Molecules 2025 dataset: a molecular structure, C43H49AsF4N3O7PSV in a non-equilibrium geometry (the ωB97M-V functional and the def2-TZVPD basis).

Results
gap between HOMO and LUMO (alpha / beta)	7.30 / 7.55	eV
multiplicity	3
total charge	+1
⟨S²⟩	2.0140

Each line ends with the Löwdin charge.
Cartesian coordinates (Å):
V (-0.27, 0.25, -0.05)  0.85
C (-0.36, -4.25, -3.10)  -0.06
C (-0.71, -3.00, -2.27)  -0.22
N (0.32, -1.96, -2.16)  -0.20
C (0.80, -1.51, -3.46)  -0.25
C (-0.31, -0.89, -4.31)  -0.07
C (1.41, -2.33, -1.28)  -0.16
C (0.96, -2.36, 0.21)  -0.15
N (-0.22, -1.55, 0.39)  -0.17
C (-1.34, -2.15, 0.84)  -0.22
C (-2.60, -1.63, 0.47)  -0.13
F (-2.60, -0.56, -0.38)  0.05
C (-3.80, -2.18, 0.88)  -0.20
F (-4.95, -1.65, 0.46)  0.12
C (-3.83, -3.28, 1.71)  0.08
C (-2.61, -3.79, 2.14)  -0.22
F (-2.60, -4.82, 3.01)  0.11
C (-1.40, -3.25, 1.74)  -0.14
F (-0.27, -3.74, 2.28)  0.09
H (-1.16, -4.97, -2.99)  0.08
H (-0.24, -4.01, -4.15)  0.07
H (0.56, -4.71, -2.74)  0.07
H (-1.60, -2.54, -2.71)  0.11
H (-0.97, -3.32, -1.26)  0.10
H (1.56, -0.74, -3.28)  0.09
H (1.29, -2.32, -4.02)  0.12
H (-1.03, -1.63, -4.65)  0.07
H (0.14, -0.42, -5.18)  0.07
H (-0.83, -0.13, -3.72)  0.07
H (1.83, -3.32, -1.53)  0.12
H (2.20, -1.59, -1.41)  0.09
H (0.79, -3.40, 0.49)  0.12
H (1.77, -1.96, 0.84)  0.11
H (-4.75, -3.73, 2.03)  0.14
O (0.99, 3.04, 0.48)  -0.03
C (-0.25, 3.09, 0.52)  -0.56
N (-1.01, 2.07, 0.20)  -0.21
S (-2.58, 2.29, 0.62)  0.67
O (-2.77, 1.50, 1.81)  -0.27
O (-3.46, 2.07, -0.48)  -0.25
C (-2.39, 4.04, 0.97)  -0.19
C (-3.29, 5.05, 1.23)  -0.01
C (-2.80, 6.33, 1.45)  -0.04
C (-1.44, 6.59, 1.41)  -0.04
C (-0.53, 5.58, 1.11)  0.01
C (-1.02, 4.30, 0.89)  -0.15
H (-4.35, 4.85, 1.26)  0.13
H (-3.49, 7.14, 1.66)  0.12
H (-1.07, 7.59, 1.59)  0.11
H (0.53, 5.77, 1.05)  0.13
O (0.71, 0.79, -1.33)  -0.48
As (1.43, 2.20, -1.83)  1.35
C (3.14, 2.33, -0.90)  -0.29
C (3.65, 3.48, -0.33)  -0.08
C (4.84, 3.42, 0.38)  -0.05
C (5.52, 2.21, 0.51)  -0.06
C (5.02, 1.07, -0.09)  -0.07
C (3.82, 1.13, -0.80)  -0.13
C (1.99, 1.97, -3.71)  -0.27
C (3.33, 1.86, -4.07)  -0.08
C (3.69, 1.81, -5.41)  -0.06
C (2.71, 1.87, -6.40)  -0.06
C (1.38, 2.01, -6.04)  -0.07
C (1.02, 2.07, -4.71)  -0.11
C (0.13, 3.59, -2.18)  -0.31
C (-1.18, 3.20, -2.42)  -0.12
C (-2.13, 4.14, -2.76)  -0.04
C (-1.77, 5.47, -2.90)  -0.05
C (-0.45, 5.86, -2.70)  -0.06
C (0.50, 4.92, -2.34)  -0.07
H (3.11, 4.42, -0.41)  0.10
H (5.25, 4.31, 0.83)  0.11
H (6.43, 2.17, 1.08)  0.11
H (5.55, 0.13, -0.02)  0.12
H (3.41, 0.24, -1.27)  0.10
H (4.09, 1.84, -3.30)  0.10
H (4.73, 1.72, -5.69)  0.11
H (2.99, 1.81, -7.44)  0.11
H (0.62, 2.09, -6.80)  0.11
H (-0.02, 2.19, -4.44)  0.10
H (-1.46, 2.15, -2.31)  0.10
H (-3.15, 3.83, -2.92)  0.12
H (-2.51, 6.21, -3.18)  0.11
H (-0.17, 6.89, -2.83)  0.11
H (1.54, 5.21, -2.19)  0.11
C (-1.39, 2.35, 5.04)  -0.04
C (-0.64, 2.70, 3.77)  -0.25
O (0.14, 1.60, 3.30)  -0.23
P (-0.13, 0.35, 2.30)  0.80
O (-1.17, -0.61, 2.99)  -0.26
C (-1.06, -1.08, 4.35)  -0.23
C (-2.47, -1.30, 4.85)  -0.04
O (1.24, -0.39, 2.69)  -0.25
C (2.51, 0.21, 2.43)  -0.28
C (3.53, -0.44, 3.35)  -0.04
H (-1.83, 3.25, 5.45)  0.09
H (-0.72, 1.92, 5.78)  0.09
H (-2.19, 1.65, 4.81)  0.06
H (0.09, 3.49, 3.95)  0.13
H (-1.35, 3.02, 3.01)  0.08
H (-0.52, -0.34, 4.95)  0.11
H (-0.48, -2.01, 4.35)  0.12
H (-3.03, -0.37, 4.81)  0.07
H (-2.46, -1.67, 5.87)  0.09
H (-2.97, -2.02, 4.21)  0.07
H (2.46, 1.28, 2.62)  0.12
H (2.77, 0.05, 1.37)  0.09
H (3.30, -0.20, 4.38)  0.08
H (4.52, -0.08, 3.11)  0.07
H (3.51, -1.52, 3.24)  0.08


[6]
Entry from the Open Molecules 2025 dataset: a gas-phase ion, C4H9O2 (charge -1) in a non-equilibrium geometry (the ωB97M-V functional and the def2-TZVPD basis).

Results
gap between HOMO and LUMO	6.34	eV
SMILES	[O-]CCCCO
total charge	-1
energy relative to the best compared isomer or geometry (same formula, charge and spin)	58.4	kcal/mol

Each line ends with the Löwdin charge.
Cartesian coordinates (Å):
O (1.29, 0.90, -1.80)  -0.33
C (0.15, 0.24, -1.81)  -0.59
C (0.13, -1.01, -0.82)  -0.23
C (0.44, -0.53, 0.62)  -0.22
C (-0.92, -0.21, 1.24)  -0.30
O (-0.90, 0.61, 2.44)  -0.11
H (-0.83, 0.73, -1.48)  0.07
H (-0.11, -0.22, -2.82)  0.07
H (-0.79, -1.62, -0.78)  0.08
H (0.82, -1.75, -1.24)  0.08
H (1.00, -1.22, 1.25)  0.09
H (1.06, 0.37, 0.49)  0.09
H (-1.59, 0.25, 0.51)  0.10
H (-1.41, -1.17, 1.40)  0.10
H (-0.35, 1.35, 2.09)  0.08


[7]
Entry from the Open Molecules 2025 dataset: 2 unconnected molecules or ions with the total composition C3H7IN3 in a non-equilibrium geometry (the ωB97M-V functional and the def2-TZVPD basis).

Results
gap between HOMO and LUMO (alpha / beta)	7.72 / 6.83	eV
total charge	+1
energy relative to the best compared isomer or geometry (same formula, charge and spin)	72.0	kcal/mol

Each line ends with the Löwdin charge.
Cartesian coordinates (Å):
C (1.52, 0.82, 0.33)  -0.05
C (-0.66, 0.70, -0.17)  -0.21
C (-0.19, -1.71, -0.50)  0.11
N (1.13, -0.27, 0.88)  0.08
N (0.49, 1.40, -0.39)  0.09
N (-0.15, -0.52, 0.56)  -0.12
I (-2.57, 2.37, 1.56)  0.16
H (2.51, 1.18, 0.37)  0.15
H (-1.44, 0.39, -0.84)  0.11
H (-0.34, -2.64, 0.05)  0.11
H (-0.96, -1.50, -1.19)  0.08
H (0.79, -1.53, -0.95)  0.11
H (0.53, 2.13, -1.12)  0.20
H (-0.67, -0.80, 1.40)  0.19


[8]
Entry from the Open Molecules 2025 dataset: 2 unconnected molecules or ions with the total composition C19H24ClF4NO5P in a non-equilibrium geometry (the ωB97M-V functional and the def2-TZVPD basis).

Results
gap between HOMO and LUMO	6.23	eV
total charge	+1

Each line ends with the Löwdin charge.
Cartesian coordinates (Å):
C (3.20, 1.83, 1.65)  -0.04
C (4.36, 0.87, 1.56)  -0.16
O (4.46, 0.22, 0.25)  -0.04
C (3.31, -0.19, -0.32)  -0.21
C (2.88, 0.34, -1.53)  -0.08
P (3.70, 1.70, -2.44)  0.44
O (2.62, 2.50, -3.00)  -0.22
O (4.62, 1.02, -3.54)  -0.07
O (4.62, 2.52, -1.45)  -0.08
C (1.73, -0.16, -2.11)  0.04
C (0.96, -1.13, -1.49)  -0.12
C (-0.29, -1.59, -2.17)  -0.02
C (-1.44, -0.55, -1.99)  -0.23
O (-1.89, -0.14, -3.26)  0.03
C (-2.61, -1.14, -1.21)  -0.61
F (-2.86, -2.39, -1.56)  0.18
F (-2.33, -1.10, 0.09)  0.13
F (-3.71, -0.42, -1.41)  0.17
N (1.37, -1.62, -0.29)  0.08
C (0.58, -2.62, 0.46)  -0.57
Cl (0.08, -1.87, 2.00)  0.76
C (1.33, -3.96, 0.60)  -0.22
C (1.06, -4.73, 1.89)  -0.10
C (2.52, -1.18, 0.26)  -0.19
F (2.89, -1.71, 1.40)  0.17
H (3.09, 2.41, 0.74)  0.08
H (2.26, 1.36, 1.95)  0.08
H (3.43, 2.56, 2.43)  0.10
H (4.32, 0.09, 2.32)  0.12
H (5.29, 1.40, 1.67)  0.13
H (5.21, 0.35, -3.16)  0.10
H (5.54, 2.23, -1.51)  0.10
H (1.40, 0.25, -3.06)  0.14
H (-0.59, -2.60, -1.89)  0.12
H (-0.07, -1.62, -3.23)  0.14
H (-1.05, 0.32, -1.47)  0.17
H (-1.65, 0.78, -3.41)  0.12
H (-0.35, -2.82, -0.05)  0.08
H (0.99, -4.59, -0.22)  0.12
H (2.39, -3.82, 0.46)  0.11
H (1.55, -4.28, 2.74)  0.07
H (-0.01, -4.80, 2.07)  0.08
H (1.41, -5.75, 1.76)  0.09
C (-4.27, 2.10, 2.07)  -0.10
C (-4.75, 1.93, 0.77)  -0.10
C (-5.84, 2.67, 0.33)  -0.09
C (-6.45, 3.58, 1.18)  -0.09
C (-5.97, 3.75, 2.48)  -0.09
C (-4.88, 3.01, 2.92)  -0.10
H (-3.42, 1.52, 2.41)  0.09
H (-4.27, 1.23, 0.11)  0.07
H (-6.21, 2.53, -0.67)  0.10
H (-7.29, 4.16, 0.84)  0.10
H (-6.45, 4.46, 3.14)  0.10
H (-4.52, 3.13, 3.93)  0.10